Here is C20H21N3O2 in the gas phase from OMol25. Energies are from the ωB97M-V functional and the def2-TZVPD basis.

Structure (XYZ):
```
46
Properties=species:S:1:pos:R:3:forces:R:3
O -3.1927 -0.0968 1.2747 -1.0739 0.5817 -2.4417
O -0.3309 2.4628 -5.5377 -0.7645 0.5409 -3.6404
C -2.1226 -0.2007 1.8074 -0.3147 -0.4757 -0.2649
C 0.2642 2.9089 -2.2361 -0.4494 -0.8186 -0.0024
C -0.0126 3.4589 -3.4578 0.5088 -0.9309 1.2707
C -0.0251 1.2121 -3.7069 -0.3721 -0.8370 1.7324
C 0.1316 -4.5272 0.5947 -0.4822 -0.4086 -0.1720
C 2.4007 2.1432 2.9165 -0.7022 -0.7888 -0.7271
C 0.3595 -3.8804 1.7946 -0.2042 0.6522 0.1986
C -0.4495 -3.8215 -0.4744 0.6111 -1.1717 0.2057
C 1.0485 2.5126 3.0393 0.4000 -0.3813 0.3689
C 2.7212 0.9314 2.2247 -0.6147 1.3273 0.4810
C 0.1092 -2.5033 1.9143 -0.7531 -0.2584 -1.0793
C -0.7185 -2.4892 -0.3595 0.3209 1.5602 1.4933
C 0.0206 1.6972 2.5289 -0.4703 0.8626 -0.3931
C 1.6871 0.1844 1.6483 0.2162 0.3068 0.5788
C -0.4351 -1.7675 0.8465 0.2174 -0.6179 -0.3526
C 0.3210 0.5409 1.7945 0.6954 -0.3843 -0.0339
N -2.2189 -0.3631 3.1333 2.0561 -0.4256 1.6158
N 0.1989 1.5134 -2.3638 0.3378 0.2761 -0.0247
N -0.1811 2.3647 -4.3185 0.7256 0.7006 1.1165
C -0.1905 -0.1862 -4.3097 0.0775 1.1525 0.7904
C -0.7629 -0.2536 1.0176 0.1165 0.4213 0.5083
C 0.3273 0.5581 -1.2583 -0.8288 -0.0508 1.0766
C -0.9694 0.5051 -0.3365 1.6040 0.4005 0.1977
H 0.4625 3.4085 -1.2862 -0.0803 -0.4238 -0.3638
H -0.0008 4.5111 -3.7347 -0.1684 -0.6838 -0.3390
H 0.3081 -5.6099 0.5131 -0.0420 0.6096 -0.0211
H 3.1570 2.8307 3.2942 -0.0231 -0.4298 -0.0132
H 0.6572 -4.4176 2.6914 0.2174 -0.0302 -0.2875
H -0.6764 -4.3527 -1.3996 0.0615 0.1960 0.2151
H 0.7894 3.4220 3.6116 0.1372 -0.5549 -0.5355
H 3.7691 0.6235 2.1151 -0.5482 0.1220 -0.0138
H 0.2569 -2.0246 2.8587 0.2709 0.2275 0.4245
H -1.1287 -1.9570 -1.1879 -0.3466 0.2142 -0.4338
H -1.0275 2.1072 2.6122 1.1614 -0.8433 -0.0520
H 1.9988 -0.6918 1.0817 -0.3944 0.0638 0.1027
H -1.4099 -0.6717 3.6658 -0.5579 0.2155 0.0785
H -3.1635 -0.5059 3.4680 0.3991 -0.0461 0.0171
H 0.7310 -0.7435 -4.1833 0.1769 -0.1792 0.0763
H -0.9914 -0.7014 -3.7689 0.0727 -0.0445 -0.1728
H -0.4146 -0.1618 -5.3750 -0.0820 0.4039 0.1786
H 0.5836 -0.4591 -1.5867 -0.1349 0.4856 -0.3926
H 1.1551 0.8651 -0.6136 -0.0356 0.1758 -0.2928
H -1.7953 0.0803 -0.8362 -0.9524 -0.4956 -0.7637
H -1.2406 1.5447 -0.1157 0.0118 -0.2158 0.0863
```
Positions in Å, forces in eV/Å.

## Properties
Max |F| in eV/A: 3.76
E in hartree: -1089.39993
SMILES: Cc1n(CCC(C(N)=O)(c2ccccc2)c2ccccc2)cc[n+]1[O-]
M in g mol⁻¹: 335.4
Energy relative to the best compared isomer or geometry (same formula, charge and spin) in eV: 4.1483
HOMO energy in eV: -7.260
2S+1: 1

Here is 3 unconnected molecules or ions with the total composition C3H2N2O3 from OMol25. Energies are from the ωB97M-V functional and the def2-TZVPD basis.

Structure (XYZ):
```
10
Properties=species:S:1:pos:R:3:forces:R:3
C 0.9543 0.3003 -0.3935 -0.4551 -0.4499 1.7031
C 0.1548 0.1443 0.4820 -0.1543 -0.0774 1.5267
C -2.6008 -2.5414 0.4638 -1.9258 1.6635 -0.0936
N -2.3545 1.8086 -0.5920 3.7551 -4.9925 2.0841
N -1.4701 0.9864 -0.8479 -7.8091 6.9822 -0.2074
O -3.1645 2.4188 0.1404 2.5336 -1.3558 -2.9284
O -3.6683 -2.4197 0.9621 2.1909 -0.9179 -0.5655
O -1.6018 -2.4587 -0.1257 -0.2945 -0.7857 0.6438
H 1.6516 0.4953 -1.1204 1.0831 0.1647 -1.2657
H -0.6095 0.1304 1.2759 1.0762 -0.2313 -0.8971
```
Positions in Å, forces in eV/Å.

## Properties
Max |F| in eV/A: 10.48
E in hartree: -450.57294
SMILES: N#[N+][O-].O=C=O.C#C
M in g mol⁻¹: 114.1
Energy relative to the best compared isomer or geometry (same formula, charge and spin) in eV: 6.2678
HOMO energy in eV: -10.176
2S+1: 1

Here is 2 unconnected molecules or ions with the total composition C2H2N2O2S from OMol25. Energies are from the ωB97M-V functional and the def2-TZVPD basis.

Structure (XYZ):
```
9
Properties=species:S:1:pos:R:3:forces:R:3
C -0.2518 -1.5569 -0.4050 1.3404 1.8759 0.7622
C 0.2835 -0.3528 0.0860 0.6304 -1.3668 -3.6825
N -0.5160 -2.6041 -0.7628 -0.8985 -2.1471 -0.8691
N -2.0886 0.5482 -0.9213 0.2450 0.8913 -0.8795
O -4.5605 0.0860 -0.2532 0.9448 0.3516 0.0301
O -2.6112 -0.6464 1.1376 -0.7295 0.3180 0.1662
S -3.1520 0.0535 0.0069 -0.2076 -1.4825 0.8187
H -0.0594 -0.1321 1.0128 -0.4561 1.3821 2.6430
H 1.1365 0.0251 -0.5192 -0.8689 0.1776 1.0109
```
Positions in Å, forces in eV/Å.

## Properties
Max |F| in eV/A: 3.98
E in hartree: -735.37882
M in g mol⁻¹: 118.1
Energy relative to the best compared isomer or geometry (same formula, charge and spin) in eV: 5.6723
HOMO energy (alpha / beta) in eV: -11.956 / -9.897
2S+1: 1

Here is C5H7N in the gas phase from OMol25. Energies are from the ωB97M-V functional and the def2-TZVPD basis.

Structure (XYZ):
```
13
Properties=species:S:1:pos:R:3:forces:R:3
C 0.4881 -0.5579 -1.0107 5.3173 -1.0542 -1.3091
C 0.7687 -1.4606 -2.0329 0.6647 -1.3140 0.9065
C -0.6290 -0.0746 -0.4763 -4.8678 1.8394 0.0849
C -0.7949 0.4559 0.7124 1.4269 0.0317 1.2921
C 0.2253 0.4825 1.8126 -0.8445 -0.5654 1.4045
N 1.7422 -0.6566 -1.2973 -0.9890 1.7963 1.7343
H 0.8014 -2.4487 -1.7289 -0.2519 -2.2878 -0.3622
H 0.5380 -1.1412 -2.9571 -0.5807 0.3274 -3.6097
H -1.5011 -0.1929 -1.1969 0.8765 0.3448 1.1923
H -1.7230 0.7708 1.0672 -1.6953 0.4236 0.0138
H -0.1455 1.1496 2.6266 0.0785 -0.7466 -0.3866
H 1.1993 0.8845 1.6165 0.6138 -0.2524 -0.7035
H 0.2820 -0.5886 2.2059 0.2514 1.4573 -0.2573
```
Positions in Å, forces in eV/Å.

## Properties
Max |F| in eV/A: 5.58
E in hartree: -249.33715
SMILES: C/C=C\C1=NC1
M in g mol⁻¹: 81.1
Energy relative to the best compared isomer or geometry (same formula, charge and spin) in eV: 3.7030
HOMO energy in eV: -9.275
2S+1: 1